A 15-piece molecular cluster, C39H108O15 overall in a non-equilibrium geometry, computed with ωB97M-V/def2-TZVPD.

The calculation puts the HOMO energy at -9.4 eV. As for the net charge: 0. The value obtained for the energy above the lowest of the compared OMol25 structures with the same formula, charge and spin is 34.3 kcal/mol. The value obtained for the HOMO-LUMO gap is 0.34806 Eh. Its lowest unoccupied orbital energy is 0.08 eV.

Element x y z (Å)
C -4.172 -3.666 0.438
C -4.024 -3.756 -1.062
C -3.430 -5.103 -1.452
O -5.299 -3.591 -1.717
H -4.694 -2.740 0.698
H -3.183 -3.597 0.904
H -4.760 -4.486 0.849
H -3.351 -2.978 -1.434
H -4.108 -5.901 -1.123
H -2.435 -5.243 -1.029
H -3.309 -5.212 -2.533
H -5.771 -4.431 -1.729
C 6.024 -3.931 0.774
C 5.530 -2.500 0.931
C 4.063 -2.472 1.291
O 6.249 -1.844 1.978
H 5.819 -4.467 1.707
H 7.101 -3.949 0.590
H 5.505 -4.450 -0.031
H 5.687 -1.985 -0.028
H 3.901 -2.859 2.299
H 3.485 -3.134 0.628
H 3.604 -1.492 1.162
H 7.191 -1.989 1.821
C 0.984 -1.024 4.325
C 1.142 -0.615 5.767
C 1.458 -1.790 6.612
O 2.221 0.288 5.898
H 0.867 -0.185 3.649
H 0.119 -1.689 4.174
H 1.828 -1.648 4.001
H 0.194 -0.179 6.129
H 0.676 -2.561 6.557
H 1.533 -1.516 7.669
H 2.428 -2.210 6.340
H 2.426 0.661 5.004
C -3.715 1.430 1.982
C -2.975 1.936 3.198
C -3.884 2.348 4.326
O -1.993 0.944 3.656
H -3.997 0.384 2.094
H -3.116 1.552 1.080
H -4.638 2.002 1.839
H -2.391 2.811 2.893
H -3.292 2.816 5.109
H -4.413 1.484 4.745
H -4.648 3.028 3.949
H -2.447 0.394 4.305
C -0.184 6.028 -3.237
C -0.415 4.589 -3.635
C -1.480 4.480 -4.718
O 0.818 4.071 -4.121
H -1.138 6.515 -2.994
H 0.211 6.569 -4.099
H 0.458 6.142 -2.368
H -0.740 3.974 -2.786
H -1.791 3.439 -4.839
H -1.030 4.770 -5.673
H -2.352 5.098 -4.502
H 0.787 3.088 -4.050
C 0.306 3.448 5.320
C 0.207 3.857 3.847
C 1.359 4.716 3.411
O 0.246 2.667 3.019
H 1.337 3.221 5.598
H -0.310 2.570 5.516
H -0.006 4.275 5.966
H -0.751 4.373 3.696
H 1.310 4.878 2.332
H 2.344 4.320 3.646
H 1.233 5.703 3.869
H -0.490 2.079 3.272
C 0.488 -4.398 3.085
C 0.470 -5.549 2.127
C -0.928 -6.071 1.893
O 1.084 -5.098 0.855
H -0.179 -3.614 2.724
H 1.508 -4.038 3.214
H 0.143 -4.687 4.080
H 1.085 -6.379 2.496
H -1.331 -6.425 2.852
H -0.960 -6.869 1.155
H -1.621 -5.265 1.621
H 1.494 -5.878 0.464
C 0.028 -5.821 -2.547
C 0.866 -4.532 -2.471
C 0.902 -3.767 -3.783
O 0.404 -3.597 -1.479
H -0.234 -6.107 -1.531
H 0.620 -6.572 -3.070
H -0.893 -5.660 -3.111
H 1.900 -4.853 -2.246
H -0.077 -3.351 -4.031
H 1.209 -4.419 -4.602
H 1.599 -2.931 -3.702
H 0.469 -3.975 -0.577
C -0.390 -0.221 -5.502
C 0.851 0.379 -4.867
C 1.591 1.283 -5.842
O 0.437 1.216 -3.728
H -0.124 -0.646 -6.481
H -1.173 0.517 -5.648
H -0.763 -1.052 -4.901
H 1.523 -0.399 -4.490
H 1.912 0.675 -6.698
H 2.468 1.744 -5.396
H 0.913 2.031 -6.255
H 0.112 0.580 -3.034
C -7.040 -0.349 -1.581
C -6.140 -0.309 -2.802
C -4.741 0.045 -2.457
O -6.155 -1.567 -3.479
H -6.632 -1.060 -0.850
H -8.051 -0.628 -1.861
H -7.045 0.624 -1.074
H -6.557 0.382 -3.542
H -4.093 -0.075 -3.321
H -4.380 -0.652 -1.690
H -4.655 1.053 -2.058
H -5.855 -2.228 -2.817
C 3.693 5.781 -2.304
C 2.542 5.620 -1.321
C 2.734 4.470 -0.340
O 2.387 6.876 -0.610
H 4.024 4.845 -2.763
H 4.582 6.157 -1.776
H 3.460 6.487 -3.101
H 1.620 5.394 -1.880
H 3.606 4.604 0.299
H 2.751 3.493 -0.824
H 1.818 4.510 0.266
H 1.472 6.961 -0.322
C 0.235 -0.943 0.688
C -0.269 -0.074 -0.441
C 0.429 1.253 -0.450
O 0.088 -0.724 -1.700
H -0.338 -1.879 0.694
H 0.077 -0.450 1.647
H 1.281 -1.192 0.517
H -1.358 0.021 -0.351
H 0.300 1.755 0.520
H -0.021 1.944 -1.163
H 1.494 1.074 -0.579
H -0.088 -1.690 -1.635
C -1.681 4.078 0.208
O -2.125 5.408 0.617
H -0.880 4.235 -0.517
H -1.202 3.538 1.037
H -2.499 3.516 -0.254
H -2.759 5.328 1.335
C 3.448 1.263 2.220
O 2.773 1.550 3.458
H 4.386 0.766 2.423
H 2.729 0.742 1.582
H 3.703 2.209 1.716
H 1.992 2.092 3.223
C 3.321 -1.125 -2.500
O 4.691 -1.526 -2.270
H 2.922 -1.752 -3.312
H 2.682 -1.285 -1.624
H 3.271 -0.093 -2.828
H 4.731 -2.482 -2.329